A molecular structure, C17H15BrO2Pd. Source: the OMol25 dataset; level of theory: wB97M-V/def2-TZVPD.

```
36
C17H15BrO2Pd | the OMol25 dataset | wB97M-V/def2-TZVPD
C 0.095 3.628 -0.795
C 1.027 3.195 0.158
C 1.664 2.040 -0.359
H 1.197 3.625 1.128
C 1.136 1.782 -1.637
C 0.142 2.736 -1.899
H -0.465 2.783 -2.786
H -0.553 4.481 -0.701
H 2.387 1.436 0.156
H 1.399 0.958 -2.270
Pd -0.565 1.564 -0.038
Br 0.397 0.918 2.243
C -2.557 0.558 0.533
C -2.663 1.053 -0.790
C -2.563 2.450 -0.730
H -2.753 0.456 -1.678
C -2.380 2.824 0.628
C -2.413 1.655 1.401
H -2.281 1.600 2.464
H -2.535 -0.476 0.819
H -2.607 3.121 -1.569
H -2.249 3.823 1.004
O -1.452 -1.784 -0.555
C -0.218 -1.513 -0.207
O 0.266 -0.283 -0.295
C 0.694 -2.635 0.108
C 2.007 -2.383 0.546
C 2.850 -3.441 0.900
C 2.395 -4.759 0.816
C 1.095 -5.022 0.378
C 0.246 -3.968 0.029
H 2.376 -1.369 0.635
H 3.854 -3.238 1.250
H 3.047 -5.576 1.095
H 0.743 -6.044 0.314
H -0.761 -4.197 -0.296
```

Summary:
E_LUMO (spin up / spin down): 5.137 / 5.137 eV
Orbital gap (spin up / spin down): 4.55 / 4.14 eV
HOMO energy (spin up / spin down): 0.59 / 1.00 eV
2S+1: 3
Charge: -2

A molecular structure, CH9NO2. Source: the OMol25 dataset; level of theory: wB97M-V/def2-TZVPD.

```
13
CH9NO2 | the OMol25 dataset | wB97M-V/def2-TZVPD
H 0.639 -0.859 1.402
O 1.099 -1.458 2.226
N -0.006 -0.211 0.393
H 0.524 -2.117 2.609
H -0.910 -0.660 0.423
H 0.524 -0.655 -0.348
C -0.185 1.222 0.440
H 0.734 1.748 0.687
H -0.639 1.692 -0.438
H -0.805 1.514 1.291
O -0.724 0.517 -2.833
H -0.893 -0.077 -3.572
H -1.194 1.351 -2.726
```

Summary:
E_LUMO: 0.486 eV
Orbital gap: 9.70 eV
HOMO energy: -9.21 eV

6 unconnected molecules or ions with the total composition C40H43IN2. Source: the OMol25 dataset; level of theory: wB97M-V/def2-TZVPD.

```
86
C40H43IN2 | the OMol25 dataset | wB97M-V/def2-TZVPD
C -3.874 -1.874 0.016
C -2.826 -0.979 0.194
C -2.808 0.259 -0.673
C -2.717 1.547 0.165
C -1.319 1.612 0.638
N -0.247 1.670 1.085
C -3.560 1.554 1.456
C -4.904 1.027 1.290
N -5.930 0.560 1.025
C -2.978 2.781 -0.794
I -1.492 4.357 -0.711
C -4.365 3.415 -0.660
C -5.461 2.604 -1.387
H -3.856 -2.519 -0.857
H -4.686 -1.974 0.728
H -2.040 -1.213 0.905
H -3.640 0.231 -1.361
H -1.902 0.235 -1.295
H -3.028 0.983 2.206
H -3.609 2.565 1.844
H -2.911 2.402 -1.804
H -4.642 3.661 0.358
H -4.310 4.361 -1.181
H -5.149 1.595 -1.631
H -5.676 3.103 -2.326
H -6.377 2.534 -0.814
C 1.218 -1.837 -1.607
C 0.765 -2.181 -0.341
C 0.420 -3.496 -0.060
C 0.528 -4.468 -1.045
C 0.975 -4.123 -2.313
C 1.321 -2.808 -2.594
H 1.492 -0.815 -1.826
H 0.679 -1.422 0.428
H 0.068 -3.765 0.928
H 0.262 -5.494 -0.825
H 1.054 -4.879 -3.084
H 1.672 -2.539 -3.582
C -9.312 2.125 -3.377
C -10.323 2.991 -3.769
C -10.145 3.811 -4.875
C -8.955 3.767 -5.587
C -7.941 2.907 -5.191
C -8.120 2.085 -4.087
H -9.453 1.481 -2.518
H -11.250 3.027 -3.212
H -10.935 4.484 -5.182
H -8.818 4.405 -6.451
H -7.010 2.877 -5.743
H -7.330 1.412 -3.778
C 3.158 0.843 2.632
C 4.289 0.402 3.307
C 4.257 -0.794 4.010
C 3.093 -1.550 4.042
C 1.960 -1.105 3.375
C 1.991 0.090 2.667
H 3.186 1.774 2.080
H 5.196 0.992 3.286
H 5.140 -1.138 4.532
H 3.069 -2.485 4.589
H 1.050 -1.693 3.405
H 1.112 0.437 2.144
C 4.212 0.288 -0.719
C 3.245 1.208 -1.104
C 3.508 2.103 -2.132
C 4.740 2.081 -2.773
C 5.709 1.168 -2.381
C 5.445 0.271 -1.355
H 4.003 -0.413 0.080
H 2.285 1.227 -0.602
H 2.753 2.818 -2.434
H 4.945 2.777 -3.576
H 6.672 1.155 -2.877
H 6.201 -0.442 -1.050
C 9.598 -3.988 3.786
C 9.761 -3.627 5.116
C 8.681 -3.147 5.842
C 7.438 -3.025 5.238
C 7.276 -3.378 3.905
C 8.356 -3.861 3.179
H 10.440 -4.368 3.221
H 10.731 -3.720 5.587
H 8.808 -2.869 6.881
H 6.594 -2.653 5.806
H 6.308 -3.277 3.431
H 8.230 -4.139 2.141
```

Summary:
E_LUMO: -0.567 eV
Orbital gap: 7.39 eV
HOMO energy: -7.96 eV

A molecular structure, C5H14N3Pt. Source: the OMol25 dataset; level of theory: wB97M-V/def2-TZVPD.

```
23
C5H14N3Pt | the OMol25 dataset | wB97M-V/def2-TZVPD
C -2.466 -0.604 -2.139
Pt 0.915 -0.298 0.267
N 1.767 0.823 -1.265
H -0.294 -0.967 1.015
H -3.413 -0.111 -2.246
H -2.606 -1.632 -1.795
H -1.896 -0.100 -1.349
H -1.910 -0.600 -3.081
H 2.787 0.743 -1.361
H 1.532 1.793 -1.069
H 1.356 0.591 -2.170
C 0.311 2.365 2.318
C 1.599 1.666 2.393
N 1.998 0.643 1.628
C 3.300 0.271 2.020
C 3.667 1.101 3.033
N 2.591 1.971 3.244
H -0.207 2.321 3.288
H 0.480 3.427 2.083
H -0.328 1.914 1.549
H 3.799 -0.556 1.540
H 4.582 1.148 3.601
H 2.533 2.735 3.912
```

Summary:
E_LUMO (spin up / spin down): 2.936 / 2.956 eV
Orbital gap (spin up / spin down): 2.28 / 6.56 eV
HOMO energy (spin up / spin down): 0.66 / -3.61 eV
2S+1: 3
Charge: -1